Record 1
Density functional theory data (ωB97M-V with the def2-TZVPD basis set) for a structure of composition C50H47F2ILaN8O7Si in a non-equilibrium geometry.

```
! RIJCOSX wB97M-V def2-TZVPD def2/J DEFGRID3
* xyz -1 1
La -0.77604 -1.02248 -1.48355
I 1.90951 0.70176 -8.76567
Si -3.77074 0.10445 -3.83951
F -0.37854 1.70466 -2.04034
F 1.17513 3.63947 4.43720
O -0.82228 -4.89069 1.23175
O 1.79257 3.17295 -0.57776
O -0.81837 -4.38233 -4.55350
O -0.57447 -2.69582 -3.16823
O 0.53179 0.25713 3.09491
O 3.60530 0.14199 -2.63175
O 1.53022 0.26014 -1.78288
N -0.34341 -2.82026 0.32322
N 1.94683 1.15758 5.27462
N 0.46260 -0.44464 0.85624
N -2.83948 -2.63152 -0.57544
N 4.84094 1.15789 1.24488
N -1.99361 0.49386 0.72960
N 0.32359 -0.67189 6.53201
N -2.67156 0.68920 -2.61861
C 6.88647 0.97470 2.72215
C 3.84959 1.76756 2.08040
C -1.12384 -3.86850 0.60511
C -1.33582 2.43536 2.04256
C -5.13052 -3.21916 -0.29205
C -2.10281 4.84436 -2.05216
C -3.53331 -1.67512 -4.31282
C 1.68774 -1.08042 6.27522
C 1.88175 2.84538 3.54015
C 2.55663 1.75501 4.16945
C 1.34231 -0.72955 -7.25713
C -1.17510 1.10861 1.60712
C 0.48614 -1.76949 -7.67701
C 0.17515 -2.35496 -5.40381
C 1.45001 -1.48326 1.05362
C 2.90237 2.52027 1.45679
C -5.58722 0.30850 -3.32221
C 2.59504 2.42764 -0.00070
C -1.36787 2.62223 -2.03393
C 3.69783 1.34884 3.44859
C 2.71732 -1.37010 1.58368
C -3.53460 -4.58357 0.69539
C 0.97859 -2.77942 0.77924
C 2.81126 0.50525 -1.80633
C -4.15589 -2.41970 -0.80555
C -0.41063 -3.26432 -4.32082
C 3.50543 -2.52752 1.77441
C 2.56647 0.16311 6.09375
C -3.56040 1.27994 -5.30910
C -3.03867 1.16556 0.29354
C -0.04286 -2.63844 -6.73947
C 5.85896 0.30560 1.79407
C 0.03560 0.24280 1.83901
C 3.08669 -3.80844 1.48384
C -3.34102 2.44009 0.78031
C 0.67576 1.69449 5.82145
C 1.77541 -3.91335 0.95186
C 1.61780 -0.51688 -5.92992
C 4.40732 0.80933 -0.04148
C 1.97528 3.19137 2.27919
C -3.33721 4.37647 -2.35463
C -4.87752 -4.31816 0.48056
C -3.58757 2.99810 -2.42662
C 3.29730 1.34275 -0.64205
C -2.59191 -3.72602 0.14851
C -2.57922 2.04575 -2.38588
C 1.02372 -1.36086 -5.00476
C 0.09269 0.72612 6.83797
C -2.46480 3.13732 1.54340
C -1.07561 3.96612 -1.81531
H -4.29240 1.21001 -6.11138
H 4.43119 -2.33803 2.26812
H -6.17683 -2.92394 -0.55183
H -6.16822 -0.28794 -4.03429
H -0.06595 2.01656 5.08847
H -2.60082 4.17525 1.74387
H -0.99427 0.79404 6.80748
H -4.51546 -1.87756 -4.78836
H -3.61529 0.71141 -0.52067
H 5.44282 -0.57860 2.32565
H 3.52194 -0.15675 5.65161
H -2.65789 1.16491 -5.86659
H -5.99381 1.33482 -3.40632
H 2.78408 0.51472 7.08530
H 3.69357 -4.68332 1.67654
H -0.65950 -3.43345 -7.00769
H 6.45423 -0.08737 0.94316
H -4.60196 2.69653 -2.57537
H -3.52801 -2.42386 -3.49576
H 3.13021 -0.45041 1.90208
H -2.02440 5.91735 -1.97812
H 1.37444 -1.19488 -3.99675
H -5.64130 -4.82605 0.95607
H -4.28328 2.96057 0.44012
H 1.27810 -0.34628 3.05406
H 1.38648 -4.92169 0.77314
H -2.66609 -1.88575 -4.93659
H -3.56791 2.30999 -4.96916
H 7.67612 0.28993 3.02235
H -4.32123 -1.58962 -1.52138
H 2.23517 0.31849 -5.63701
H 0.40616 1.05684 7.81087
H 0.86956 2.57722 6.39279
H 2.10976 -1.68654 7.12436
H -0.23992 -1.38419 7.01481
H 4.52619 0.78266 3.88247
H -5.73939 -0.05267 -2.30467
H 5.02594 0.06179 -0.57369
H -0.05611 4.21204 -1.52624
H 1.68385 -1.77021 5.43604
H 1.29974 4.00949 1.88239
H 7.34937 1.84493 2.18704
H -4.20705 5.04959 -2.43685
H -3.19084 -5.43802 1.25953
H -0.61358 2.87693 2.72587
H 0.32742 -1.82392 -8.74457
H 6.30303 1.41214 3.59427
*
```

Calculated values
Max |F| (eV Å⁻¹): 3.26
Energy (eV): -101145.864
Energy above the lowest of the compared OMol25 structures with the same formula, charge and spin (eV): 0.141
E_LUMO (Eh): 0.070
HOMO energy (eV): -4.955

Atomic partial charges in e from the Löwdin method, atoms 1 to 5:
1 La 2.148
2 I 0.742
3 Si 0.367
4 F -0.030
5 F 0.005

Record 2
Density functional theory data (ωB97M-V with the def2-TZVPD basis set) for a structure of composition C50H50AsClIrN3O3SeTe in a non-equilibrium geometry.

```
! RIJCOSX wB97M-V def2-TZVPD def2/J DEFGRID3
* xyz 2 5
Ir 0.08350 -0.23795 -0.33625
Te -1.78383 1.30171 2.44480
Se 0.25457 -1.77543 -2.26664
As 2.47863 0.52544 -0.22563
Cl -2.32465 6.61995 -4.51960
O -0.73486 0.02556 3.69486
O 0.25584 2.35556 -0.05480
O -1.49060 1.20224 -0.67118
N -2.42180 -2.88967 -1.74759
N -0.62582 -0.53425 1.56490
N -1.25774 -3.96336 -3.21429
C 4.62829 -1.51123 -3.25340
C -0.73185 5.49884 -2.66011
C 3.96963 4.89732 -1.01505
C -3.18430 -3.96364 -2.16778
C -3.19094 4.31792 6.02063
C -3.67756 0.45777 2.09268
C -6.13758 -0.40927 1.10236
C 3.66106 -0.70281 -2.66982
C -3.66336 0.62375 5.32609
C 3.08836 2.32591 -0.52104
C -4.32536 2.88512 1.51960
C -3.18741 2.04153 5.15345
C 4.59784 -1.18960 -0.48127
C -5.24328 -1.29934 1.67895
C -0.81853 4.26489 3.06102
C -1.12097 3.30748 -1.74812
C -5.79876 0.93875 1.09436
C -2.30754 2.46433 4.14780
C 2.98043 2.85448 -1.80229
C 3.66527 -0.54199 -1.29452
C -0.74267 2.25437 -0.78381
C -1.24402 -2.91189 -2.38227
C 4.45947 -0.92596 0.97410
C 4.06376 4.36562 0.26293
C -3.61120 2.99579 6.07284
C -2.85908 -1.91863 -0.74213
C 3.15514 0.25149 2.65550
C -2.27465 4.68244 5.04022
C 5.56565 -2.15710 -2.45545
C -2.45962 -4.63016 -3.08905
C 3.97799 -0.26186 3.64858
C -1.84799 5.33720 -3.47048
C 0.68379 -1.85741 3.21241
C -7.43392 -0.87772 0.50024
C 3.42860 4.14192 -2.04877
C 5.03270 -1.10038 3.30394
C 3.61875 3.07421 0.51795
C -3.70484 5.33768 6.99834
C 5.55257 -2.00405 -1.07562
C -1.81309 3.77849 4.09373
C -3.20202 -1.94404 2.91842
C 3.41047 -0.07642 1.33400
C -0.36896 4.47905 -1.79934
C -4.57618 1.39546 1.56548
C -0.21602 -0.75736 2.76853
C -0.17250 -4.33463 -4.12783
C 5.27538 -1.43324 1.97750
C -2.22327 3.14894 -2.58430
C -2.58900 4.16272 -3.45122
C -4.01374 -0.89666 2.19472
H -4.49620 0.39586 4.65833
H -4.16821 -4.15243 -1.77750
H 3.70059 2.66158 1.51450
H -2.88039 5.84146 7.50388
H 3.35539 4.55595 -3.04594
H 4.32365 5.90112 -1.20899
H -3.85895 -2.50610 3.58255
H -1.30718 4.53885 2.12113
H -3.26854 3.17104 1.48853
H -3.43524 4.05270 -4.11462
H 0.06242 -2.68410 3.56605
H -7.38220 -0.82681 -0.58953
H 2.33356 0.91173 2.91329
H -4.28158 2.68308 6.86633
H 0.75771 -4.43569 -3.57422
H -4.78222 3.31838 0.63121
H -2.86066 -0.08706 5.13676
H -8.26278 -0.24148 0.80950
H -2.41920 -1.51984 3.53282
H -7.66164 -1.90421 0.78205
H 2.55152 2.27002 -2.60875
H -3.94196 -1.84136 -0.77941
H -2.54414 -2.22852 0.25248
H -2.44002 -0.93797 -0.96531
H -6.50686 1.66086 0.70197
H 0.50055 4.57824 -1.16285
H -4.00790 0.47039 6.34694
H 6.10553 -2.08259 1.73180
H 1.30532 -2.20161 2.39050
H 6.31372 -2.79009 -2.91380
H -0.05103 3.52541 2.82851
H -0.16064 6.41546 -2.71129
H -0.05302 -3.57440 -4.89615
H -0.42493 -5.28335 -4.59064
H 3.80468 -0.00614 4.68553
H -4.28132 6.10325 6.47657
H 6.28651 -2.52257 -0.47229
H -5.51818 -2.34620 1.76592
H -2.75349 -2.66431 2.22818
H 5.67552 -1.49854 4.07770
H 4.49003 4.95291 1.06528
H -4.34635 4.88345 7.75069
H -4.75755 3.36962 2.39710
H -2.78839 2.22762 -2.54558
H -0.30699 5.15229 3.42857
H 2.92497 -0.20296 -3.28868
H -1.90495 5.70227 5.01268
H 4.65343 -1.63596 -4.32772
H -2.68744 -5.51041 -3.66322
H 1.30315 -1.52452 4.04253
*
```

Calculated values
Max |F| (eV Å⁻¹): 1.12
Energy (eV): -212098.912
<S²>: 6.016
Energy above the lowest of the compared OMol25 structures with the same formula, charge and spin (eV): 1.013
E_LUMO (spin up / spin down) (Eh): -0.175 / -0.269
HOMO energy (spin up / spin down) (eV): -12.626 / -12.929

Atomic partial charges in e from the Löwdin method, atoms 1 to 5:
1 Ir 0.996
2 Te 2.002
3 Se 0.722
4 As 1.268
5 Cl 0.725

Record 3
Density functional theory data (ωB97M-V with the def2-TZVPD basis set) for a structure of composition C50H50AsN5O2V in a non-equilibrium geometry.

```
! RIJCOSX wB97M-V def2-TZVPD def2/J DEFGRID3
* xyz 0 4
As 12.88854 8.74883 17.19250
V 16.56385 11.09246 11.89209
O 11.38549 13.79439 8.52724
O 13.09901 12.42774 7.84623
N 15.14594 10.02851 11.01870
N 9.06203 13.00851 7.80310
N 17.95909 12.26797 11.04646
N 16.99930 12.22481 13.72916
N 15.36681 12.87052 11.58766
C 14.82322 11.50041 19.94460
C 14.54307 7.27661 19.11491
C 4.87211 15.09300 9.65436
C 18.70204 7.66127 13.24317
C 6.88913 11.91893 7.66740
C 18.47210 8.91388 12.62780
C 14.91987 8.87461 11.82394
C 11.11750 8.74615 18.03497
C 10.92822 8.17247 19.31163
C 14.15117 10.41263 10.15077
C 16.10503 8.45385 12.59670
C 17.63130 6.77424 13.44314
C 11.09910 12.37348 6.65681
C 9.01935 11.82263 5.64306
C 14.96031 4.89535 19.27692
C 8.61329 8.91962 19.23037
C 17.28358 13.14342 10.07815
C 7.66750 12.99466 8.07663
C 16.36714 7.20626 13.15124
C 14.81099 13.38134 12.90934
C 18.03870 13.19045 13.35824
C 12.85788 9.95948 10.35774
C 17.17667 9.40882 12.42262
C 9.63913 11.17599 4.60498
C 4.84840 13.06611 8.25079
C 5.51294 11.95561 7.76077
C 9.64913 8.31572 19.91639
C 11.71887 11.79346 5.56588
C 13.54180 5.71646 17.52810
C 8.89514 9.61571 18.05904
C 15.59722 10.61829 20.66804
C 9.66620 12.45394 6.75980
C 10.09962 9.41481 17.36209
C 15.14761 6.17898 19.74950
C 14.70021 8.71856 19.40777
C 13.61275 8.30893 11.91687
C 14.17725 4.64346 18.15948
C 13.72916 7.01635 17.95000
C 7.00565 14.11636 8.65323
C 13.92831 9.61905 18.65725
C 11.01190 11.08594 4.56508
C 11.97005 12.88601 7.71877
C 7.88720 15.25049 9.14663
C 12.59803 8.89495 11.16774
C 18.75696 12.98404 12.00791
C 15.56468 9.24074 20.42226
C 15.65475 12.77943 14.07405
C 13.93465 10.97491 18.96894
C 16.07559 13.87064 10.73454
C 5.59967 14.07374 8.80646
H 14.88787 14.50773 12.82524
H 16.93493 12.55462 9.17702
H 12.04696 10.52785 9.94994
H 11.63027 8.45854 11.35468
H 4.91512 11.18868 7.25501
H 18.54900 11.58307 10.56275
H 14.95374 12.57729 20.10175
H 4.95744 16.15550 9.31236
H 7.42865 10.99274 7.31273
H 9.52476 8.11361 20.99174
H 7.69678 15.34630 10.14952
H 13.29873 11.64021 18.38870
H 12.78835 11.86168 5.42407
H 8.12258 10.20052 17.55065
H 16.14254 11.01708 21.48481
H 17.76653 5.77896 13.89428
H 14.31648 11.11630 9.38692
H 18.00574 13.92396 9.69909
H 18.83069 13.16103 14.15549
H 8.89010 14.93212 8.98762
H 10.30869 9.96173 16.42280
H 8.97881 10.86527 3.79210
H 11.62929 10.53976 3.86088
H 19.64611 7.54290 13.74337
H 3.77996 14.85633 9.56041
H 14.55940 12.62546 11.01279
H 12.95606 5.56861 16.61369
H 19.12463 13.98848 11.75504
H 17.53880 14.15058 13.39742
H 5.18183 15.02103 10.69114
H 19.31623 9.51732 12.31756
H 13.42100 7.37972 12.48971
H 10.38285 13.54176 8.53306
H 3.75452 13.12806 8.17203
H 7.75517 16.21485 8.60199
H 16.37507 14.74136 11.35045
H 17.29791 11.58153 14.39453
H 7.91588 11.81538 5.72498
H 15.37236 14.18870 9.92901
H 11.78865 7.77976 19.83106
H 13.76487 13.09203 13.01322
H 19.58810 12.33466 12.26772
H 15.48414 6.56934 13.25834
H 7.63109 8.93697 19.62250
H 14.02921 3.60346 17.79874
H 15.08108 11.95357 14.55057
H 16.15094 8.58188 21.04814
H 15.38207 4.00522 19.77618
H 15.80016 13.49526 14.89740
H 15.70260 6.40344 20.62162
*
```

Calculated values
Max |F| (eV Å⁻¹): 4.47
Energy (eV): -150728.713
<S²>: 3.769
E_LUMO (spin up / spin down) (Eh): -0.015 / -0.025
HOMO energy (spin up / spin down) (eV): -5.293 / -5.293

Atomic partial charges in e from the Löwdin method, atoms 1 to 5:
1 As 1.320
2 V 0.744
3 O 0.040
4 O 0.010
5 N -0.027

Record 4
Density functional theory data (ωB97M-V with the def2-TZVPD basis set) for a structure of composition C50H50InN2O3P2 in a non-equilibrium geometry.

```
! RIJCOSX wB97M-V def2-TZVPD def2/J DEFGRID3
* xyz 1 1
In 1.62934 0.45547 -1.32891
P -1.03453 -2.51415 -0.28455
P -0.63790 2.11103 -0.51634
O 0.60220 0.54627 -4.49467
O 9.15048 0.29106 -0.39217
O -2.75602 -0.02160 -0.39023
N 6.38011 0.22973 -0.01153
N 4.10972 1.16950 -0.23596
C -3.58388 -3.59872 -0.61356
C -0.82169 -5.70818 2.36402
C -1.18677 -5.08578 3.54664
C -6.32684 0.38590 0.52554
C 1.63727 5.07218 -2.26652
C -2.84740 -2.42351 -0.52577
C -5.14090 2.58790 -1.40713
C 1.66830 0.23955 2.96499
C -3.29906 1.20329 -0.77071
C 8.29644 0.15341 -1.50965
C 2.82232 0.75035 3.83541
C 1.09679 4.20607 -1.32585
C 7.26994 0.46301 1.12379
C -4.66609 1.33902 -1.02900
C 2.19364 -1.01350 2.24727
C 0.08231 0.27767 -3.53092
C -1.03263 4.21156 1.29364
C -0.93251 -4.65994 -3.81381
C -0.75278 -4.98550 1.17944
C -0.38484 3.32972 -3.00641
C -1.05238 -3.62868 1.17788
C -1.38107 -3.86826 -2.76678
C -1.43776 -3.01321 2.36993
C 6.98498 -0.51863 -1.11528
C 1.16246 5.07816 -3.56862
C 0.56233 3.19264 3.28304
C -5.63341 0.19043 -0.83702
C 0.68406 -4.25631 -1.60068
C 1.24622 1.21039 1.84049
C 0.45720 -0.13975 3.81962
C -2.42984 2.32174 -0.86421
C -6.68825 0.17784 -1.95310
C 0.06085 3.34492 -1.68161
C 0.32413 -5.24323 -3.76204
C 5.18375 0.74266 -0.12145
C -3.51015 -1.17670 -0.58517
C -4.94719 -3.54807 -0.79965
C -4.30189 3.67102 -1.54728
C -0.40474 2.98110 1.09900
C -1.49373 -3.73137 3.55116
C 8.56159 1.09340 0.61259
C 0.43341 2.46048 2.10463
C -5.58163 -2.32667 -0.89162
C -0.58646 -3.67305 -1.63690
C 1.13250 -5.04171 -2.65188
C -0.87889 4.92404 2.46772
C -2.95687 3.53926 -1.28223
C 0.15640 4.19649 -3.94089
C -0.08291 4.40176 3.47256
C -4.89115 -1.12603 -0.79262
H -3.07149 -4.55030 -0.54923
H -2.30315 4.38424 -1.44497
H -0.59569 -6.76655 2.35654
H 6.29442 -0.54323 -1.95667
H -1.69358 -1.95833 2.36043
H -1.18106 2.65144 -3.29124
H 8.35053 2.09680 0.21895
H -5.59338 0.38424 1.33295
H -1.77995 -3.23969 4.47172
H 3.70088 0.97034 3.22466
H -4.70100 4.62668 -1.85898
H -0.21516 4.19462 -4.95728
H -6.19831 2.72347 -1.58521
H 6.78263 1.10907 1.85174
H 8.08708 1.13867 -1.94787
H 0.16328 0.67216 4.48494
H 1.46379 4.21717 -0.30641
H 0.67517 -5.85607 -4.58124
H 0.04372 4.93915 4.40308
H 0.67813 -1.01169 4.43771
H -1.23614 -5.65654 4.46423
H 2.11051 -5.50288 -2.60300
H -6.21186 0.09765 -2.93069
H 3.09620 -0.02336 4.55492
H 7.18524 -1.53984 -0.77848
H 2.51719 -1.76495 2.96877
H -7.04105 -0.41833 0.70712
H -6.85885 1.33794 0.54567
H 0.65728 0.59874 1.14734
H 9.28813 1.17111 1.41948
H 1.19135 2.82382 4.07564
H 1.57707 5.76471 -4.29443
H -7.28801 1.08568 -1.93116
H -6.65613 -2.31483 -1.01052
H 3.04264 -0.74977 1.60935
H 2.57444 1.63997 4.40663
H 1.30258 -4.12550 -0.71737
H -1.56519 -4.81535 -4.67780
H -2.36516 -3.42008 -2.81390
H 2.42372 5.75637 -1.97609
H -0.46795 -5.48451 0.26265
H 2.16293 1.52272 1.32143
H -1.36704 5.88182 2.58791
H -7.37381 -0.65809 -1.83364
H -5.52245 -4.46168 -0.86437
H 7.49729 -0.50039 1.58870
H -1.65183 4.62583 0.51506
H 1.41695 -1.46022 1.62343
H -0.39640 -0.38114 3.18258
H 8.82489 -0.45745 -2.23970
*
```

Calculated values
Max |F| (eV Å⁻¹): 1.18
Energy (eV): -85530.201
Energy above the lowest of the compared OMol25 structures with the same formula, charge and spin (eV): 0.000
E_LUMO (Eh): -0.093
HOMO energy (eV): -10.287

Atomic partial charges in e from the Löwdin method, atoms 1 to 5:
1 In 0.779
2 P 1.108
3 P 1.038
4 O 0.059
5 O -0.117